Density functional theory data (wB97M-V/def2-TZVPD) for a cluster of 2 separate species, C7H13N2S in total at a distorted geometry.

Values from the calculation:
- Lowest unoccupied orbital energy: -0.1492 Eh
- Total charge: +1
- Largest force on an atom: 4.86 eV Å⁻¹
- Frontier orbital gap: 8.1 eV

Geometry (Å):
1 C 0.72 1.74 4.00
2 C -0.35 2.25 3.29
3 C 0.99 0.41 3.80
4 C -0.95 1.30 2.57
5 C -0.59 -2.19 -3.06
6 C -0.67 -0.52 -1.12
7 C -0.50 -0.69 -2.63
8 N 0.41 -0.41 -0.46
9 N 0.83 -0.16 -2.93
10 S -0.15 -0.28 2.69
11 H 1.38 2.37 4.72
12 H -0.71 3.19 3.32
13 H 1.64 -0.32 4.12
14 H 0.03 -2.85 -2.42
15 H -1.65 -2.32 -3.19
16 H -0.13 -2.09 -4.01
17 H -1.54 -0.53 -0.47
18 H -1.38 0.01 -3.02
19 H 1.37 -0.32 -1.01
20 H 0.68 -0.28 0.56
21 H 1.53 -0.67 -3.45
22 H -1.79 1.57 1.93
23 H 0.83 0.80 -3.24

---

Density functional theory data (wB97M-V/def2-TZVPD) for a cluster of 3 separate species, C18H29N3O10 in total at a distorted geometry.

Values from the calculation:
- Lowest unoccupied orbital energy: 0.0020 Eh
- Largest force on an atom: 1.70 eV Å⁻¹
- Frontier orbital gap: 8.8 eV

Geometry (Å):
1 C 2.05 -1.45 3.83
2 C 3.03 -0.37 3.43
3 O 3.28 0.56 4.15
4 O 3.61 -0.58 2.23
5 C 4.11 0.60 1.58
6 C 3.13 1.18 0.55
7 C 1.64 1.02 0.88
8 C 1.09 -0.32 0.38
9 C -0.43 -0.32 0.10
10 C -1.29 -0.63 1.33
11 C -2.73 -1.00 0.93
12 C -3.72 0.16 1.17
13 N -3.09 1.48 1.25
14 C -2.06 1.49 2.20
15 N -1.97 2.48 3.02
16 C -0.94 2.55 4.14
17 O -0.89 1.52 4.81
18 O -0.36 3.63 4.17
19 N -1.20 0.45 2.33
20 H 1.07 -1.00 3.98
21 H 2.38 -1.83 4.80
22 H 2.04 -2.28 3.13
23 H 5.02 0.30 1.06
24 H 4.41 1.35 2.31
25 H 3.36 2.25 0.50
26 H 3.35 0.78 -0.43
27 H 1.45 1.19 1.95
28 H 1.11 1.81 0.34
29 H 1.29 -1.13 1.08
30 H 1.60 -0.57 -0.55
31 H -0.63 -1.12 -0.62
32 H -0.73 0.61 -0.38
33 H -0.83 -1.50 1.81
34 H -2.73 -1.20 -0.14
35 H -3.08 -1.91 1.41
36 H -4.32 -0.01 2.06
37 H -4.42 0.19 0.33
38 H -2.80 1.83 0.34
39 H -2.63 3.24 2.95
40 H -1.18 0.13 3.30
41 C 5.03 -0.44 -4.74
42 C 3.68 -0.73 -4.11
43 O 3.77 -0.02 -2.87
44 C 4.70 0.96 -3.00
45 O 4.89 1.82 -2.20
46 O 5.37 0.82 -4.16
47 H 5.00 -0.36 -5.82
48 H 5.78 -1.17 -4.45
49 H 2.85 -0.31 -4.69
50 H 3.49 -1.78 -3.93
51 C -5.38 -0.36 -3.59
52 C -6.03 -1.69 -3.26
53 O -4.90 -2.52 -2.96
54 C -3.88 -1.72 -2.58
55 O -2.85 -2.10 -2.11
56 O -4.17 -0.42 -2.82
57 H -5.97 0.50 -3.30
58 H -5.11 -0.28 -4.65
59 H -6.67 -1.63 -2.38
60 H -6.59 -2.12 -4.08

---

Density functional theory data (wB97M-V/def2-TZVPD) for a cluster of 14 separate species, C39H78Br6O33 in total at a distorted geometry.

Values from the calculation:
- Lowest unoccupied orbital energy: 0.0099 Eh
- Largest force on an atom: 4.22 eV Å⁻¹
- Frontier orbital gap: 10.5 eV

Geometry (Å):
1 C 16.66 14.93 20.90
2 O 15.73 14.57 21.89
3 C 15.70 15.28 23.02
4 O 16.66 15.79 23.51
5 O 14.59 14.99 23.67
6 C 14.54 15.48 25.01
7 H 17.65 14.90 21.36
8 H 16.48 15.91 20.45
9 H 16.66 14.13 20.14
10 H 14.33 16.58 24.93
11 H 15.44 15.39 25.63
12 H 13.75 14.88 25.46
13 C 14.66 10.35 16.21
14 O 15.02 9.29 17.03
15 C 14.33 9.14 18.16
16 O 13.35 9.82 18.50
17 O 14.88 8.18 18.85
18 C 14.43 7.84 20.23
19 H 14.06 9.90 15.40
20 H 15.57 10.80 15.79
21 H 14.00 11.07 16.71
22 H 13.45 7.34 20.17
23 H 14.46 8.70 20.92
24 H 15.17 7.12 20.59
25 C 13.87 9.54 24.38
26 O 14.55 8.50 25.09
27 C 14.82 8.72 26.36
28 O 14.51 9.66 26.97
29 O 15.56 7.63 26.80
30 C 15.97 7.71 28.20
31 H 13.23 10.11 25.09
32 H 13.32 9.21 23.46
33 H 14.67 10.22 24.04
34 H 16.29 8.71 28.39
35 H 16.69 6.93 28.32
36 H 15.07 7.53 28.82
37 C 16.25 11.20 19.60
38 O 17.35 11.77 20.37
39 C 17.02 11.81 21.68
40 O 16.03 11.24 22.15
41 O 17.93 12.54 22.38
42 C 17.77 12.34 23.77
43 H 15.30 11.65 19.80
44 H 16.22 10.12 19.84
45 H 16.50 11.37 18.55
46 H 17.92 11.28 23.98
47 H 16.81 12.70 24.14
48 H 18.50 13.02 24.27
49 C 19.02 17.11 18.86
50 O 18.50 17.23 17.51
51 C 17.23 17.51 17.32
52 O 16.43 17.84 18.13
53 O 17.06 17.54 15.96
54 C 15.82 18.00 15.51
55 H 19.89 16.46 18.81
56 H 18.23 16.65 19.43
57 H 19.21 18.11 19.34
58 H 15.50 18.90 16.10
59 H 15.05 17.30 15.82
60 H 15.89 18.14 14.41
61 C 23.16 17.79 19.87
62 O 21.88 17.54 20.42
63 C 21.75 17.26 21.74
64 O 22.65 16.89 22.45
65 O 20.41 17.32 22.08
66 C 20.00 16.86 23.36
67 H 22.97 18.14 18.85
68 H 23.75 16.90 19.86
69 H 23.66 18.62 20.44
70 H 20.39 17.54 24.14
71 H 20.37 15.85 23.71
72 H 18.87 16.89 23.35
73 C 10.22 11.41 25.61
74 O 9.60 12.50 26.40
75 C 9.50 12.21 27.71
76 O 9.68 11.25 28.41
77 O 8.97 13.32 28.28
78 C 8.67 13.24 29.69
79 H 9.42 10.89 25.12
80 H 10.66 10.72 26.40
81 H 11.00 11.84 24.92
82 H 8.16 14.14 29.96
83 H 9.65 13.15 30.13
84 H 8.05 12.30 29.92
85 C 13.95 12.90 13.66
86 O 14.66 11.85 13.00
87 C 14.79 11.93 11.66
88 O 14.43 12.82 10.98
89 O 15.44 10.85 11.24
90 C 15.24 10.58 9.86
91 H 13.79 12.52 14.69
92 H 13.04 13.05 13.14
93 H 14.56 13.82 13.65
94 H 14.18 10.28 9.69
95 H 15.97 9.85 9.46
96 H 15.30 11.49 9.30
97 C 20.98 12.14 20.12
98 O 21.48 11.90 21.45
99 C 21.01 10.78 22.04
100 O 20.30 9.95 21.52
101 O 21.55 10.78 23.34
102 C 21.17 9.71 24.15
103 H 21.60 12.95 19.77
104 H 19.93 12.44 20.06
105 H 21.12 11.26 19.49
106 H 21.11 8.75 23.61
107 H 20.28 10.02 24.74
108 H 22.00 9.58 24.86
109 C 14.87 16.54 29.64
110 O 14.50 15.76 28.56
111 C 14.32 14.48 28.80
112 O 14.57 13.90 29.86
113 O 13.67 13.89 27.79
114 C 13.39 12.47 27.93
115 H 14.70 17.53 29.34
116 H 15.93 16.34 29.85
117 H 14.28 16.23 30.47
118 H 12.59 12.45 28.63
119 H 14.26 11.90 28.26
120 H 12.96 12.06 27.04
121 C 17.75 7.14 23.82
122 O 17.47 7.84 22.60
123 C 18.19 7.62 21.53
124 O 19.08 6.81 21.46
125 O 17.84 8.44 20.51
126 C 18.68 8.25 19.36
127 H 17.14 7.57 24.59
128 H 18.84 7.34 24.10
129 H 17.62 6.06 23.63
130 H 18.79 7.13 19.16
131 H 19.65 8.71 19.49
132 H 18.14 8.83 18.65
133 Br 17.28 11.07 27.11
134 C 18.66 11.52 28.33
135 C 19.73 12.36 27.73
136 Br 19.17 14.23 27.61
137 H 19.06 10.52 28.66
138 H 18.13 11.94 29.16
139 H 19.94 12.03 26.75
140 H 20.59 12.28 28.44
141 Br 20.07 12.26 16.09
142 C 19.02 13.44 15.06
143 C 18.49 14.64 15.77
144 Br 17.00 14.16 16.89
145 H 18.20 12.90 14.64
146 H 19.69 13.82 14.25
147 H 18.22 15.31 15.00
148 H 19.20 15.22 16.31
149 Br 11.89 11.21 22.21
150 C 12.87 12.72 21.43
151 C 12.37 12.95 20.01
152 Br 13.44 14.29 19.04
153 H 13.90 12.41 21.40
154 H 12.66 13.64 21.98
155 H 11.35 13.39 20.15
156 H 12.46 11.96 19.59

---

Density functional theory data (wB97M-V/def2-TZVPD) for a structure of composition C6H7Cl at a distorted geometry.

Values from the calculation:
- Lowest unoccupied orbital energy (spin up / spin down): -0.0003 / 0.0004 Eh
- Largest force on an atom: 6.47 eV Å⁻¹
- Frontier orbital gap (spin up / spin down): 7.9 / 7.4 eV

Geometry (Å):
1 C -1.05 0.48 -0.24
2 C -0.37 1.67 -0.10
3 C -0.36 -0.63 -0.07
4 C 1.46 0.02 -0.16
5 C 1.07 1.50 0.07
6 C -0.82 -2.05 -0.08
7 Cl 2.81 -0.53 0.63
8 H -2.22 0.49 -0.31
9 H -0.75 2.69 -0.01
10 H 1.65 2.15 -0.65
11 H 1.41 1.61 1.21
12 H -1.89 -2.03 0.13
13 H -0.29 -2.68 0.63
14 H -0.65 -2.68 -1.07

---

Density functional theory data (wB97M-V/def2-TZVPD) for a structure of composition C59H70MgN4O3P2S3Si at a distorted geometry.

Values from the calculation:
- Lowest unoccupied orbital energy: 0.1407 Eh
- Total charge: -2
- Largest force on an atom: 1.47 eV Å⁻¹
- Frontier orbital gap: 5.8 eV

Geometry (Å):
1 Mg 0.18 -0.63 0.40
2 C 2.18 2.27 -0.52
3 Si 0.57 1.79 0.42
4 C 1.24 2.22 2.22
5 C 1.78 3.49 2.49
6 C 2.61 3.74 3.57
7 C 2.96 2.70 4.41
8 C 2.40 1.45 4.21
9 C 1.51 1.21 3.16
10 P 0.58 -0.37 3.08
11 C -0.75 0.09 4.34
12 C -0.44 0.08 5.83
13 C -1.60 0.68 6.65
14 C -2.98 0.24 6.11
15 C -2.87 -1.02 5.27
16 C -2.01 -0.77 4.03
17 C 1.74 -1.68 3.76
18 C 2.09 -1.88 5.25
19 C 1.39 -3.10 5.85
20 C 1.87 -4.39 5.17
21 C 2.05 -4.19 3.65
22 C 1.23 -3.01 3.15
23 C -0.58 3.22 -0.20
24 C -0.08 4.52 -0.34
25 C -0.82 5.56 -0.87
26 C -2.12 5.32 -1.30
27 C -2.64 4.04 -1.21
28 C -1.89 2.99 -0.67
29 P -2.59 1.28 -0.56
30 C -3.96 1.48 0.73
31 C -5.23 2.30 0.48
32 C -6.15 2.24 1.70
33 C -5.44 2.76 2.95
34 C -4.18 1.94 3.21
35 C -3.26 1.98 2.00
36 C -3.32 0.95 -2.25
37 C -4.24 1.93 -2.99
38 C -4.83 1.23 -4.21
39 C -5.81 0.12 -3.79
40 C -5.43 -0.47 -2.42
41 C -3.91 -0.48 -2.25
42 H 2.74 3.11 -0.09
43 H 1.94 2.52 -1.56
44 H 2.85 1.41 -0.55
45 H 1.55 4.31 1.81
46 H 3.00 4.73 3.74
47 H 3.65 2.86 5.23
48 H 2.67 0.64 4.88
49 H -0.96 1.13 4.06
50 H 0.46 0.65 6.03
51 H -0.27 -0.95 6.17
52 H -1.52 1.77 6.63
53 H -1.49 0.37 7.69
54 H -3.41 1.04 5.49
55 H -3.67 0.08 6.95
56 H -3.86 -1.36 4.96
57 H -2.44 -1.82 5.88
58 H -2.61 -0.26 3.28
59 H -1.72 -1.73 3.59
60 H 2.65 -1.42 3.23
61 H 1.85 -1.00 5.84
62 H 3.17 -2.03 5.33
63 H 0.31 -2.99 5.73
64 H 1.59 -3.16 6.92
65 H 1.14 -5.18 5.36
66 H 2.81 -4.70 5.62
67 H 1.76 -5.10 3.12
68 H 3.10 -4.01 3.42
69 H 0.18 -3.17 3.39
70 H 1.30 -2.93 2.06
71 H 0.94 4.73 -0.04
72 H -0.39 6.55 -0.97
73 H -2.72 6.12 -1.72
74 H -3.64 3.87 -1.58
75 H -4.27 0.44 0.91
76 H -5.76 1.92 -0.39
77 H -4.96 3.34 0.29
78 H -6.47 1.21 1.86
79 H -7.06 2.83 1.50
80 H -6.12 2.71 3.81
81 H -5.17 3.81 2.80
82 H -4.46 0.90 3.42
83 H -3.66 2.33 4.09
84 H -2.36 1.39 2.18
85 H -2.93 3.01 1.84
86 H -2.38 0.91 -2.83
87 H -3.66 2.80 -3.32
88 H -5.05 2.29 -2.36
89 H -4.00 0.80 -4.79
90 H -5.33 1.95 -4.86
91 H -5.81 -0.67 -4.54
92 H -6.83 0.52 -3.75
93 H -5.82 -1.48 -2.32
94 H -5.88 0.12 -1.62
95 H -3.47 -1.06 -3.06
96 H -3.65 -0.99 -1.32
97 O -3.92 -1.95 1.50
98 C -3.92 -3.15 0.89
99 C -5.05 -3.96 1.01
100 C -5.09 -5.20 0.41
101 C -4.00 -5.66 -0.33
102 C -2.88 -4.87 -0.45
103 C -2.81 -3.62 0.15
104 C -1.58 -2.78 0.06
105 O -1.57 -1.65 0.69
106 N -0.59 -3.25 -0.65
107 N 0.51 -2.43 -0.55
108 C 1.60 -2.84 -1.09
109 C 2.89 -2.23 -0.86
110 C 4.00 -2.68 -1.58
111 C 5.27 -2.22 -1.34
112 C 5.46 -1.26 -0.34
113 C 4.39 -0.79 0.40
114 C 3.07 -1.24 0.17
115 O 2.09 -0.81 0.88
116 H -2.99 -1.58 1.35
117 H -5.89 -3.59 1.59
118 H -5.98 -5.82 0.52
119 H -4.04 -6.64 -0.80
120 H -2.02 -5.20 -1.01
121 H 1.57 -3.74 -1.70
122 H 3.83 -3.43 -2.35
123 H 6.11 -2.57 -1.92
124 H 6.45 -0.88 -0.14
125 H 4.53 -0.04 1.17
126 S 1.02 3.18 -8.39
127 C 0.75 2.07 -7.18
128 S 1.02 2.48 -5.52
129 C 0.55 0.79 -4.99
130 N 0.22 0.10 -6.03
131 N 0.32 0.77 -7.24
132 C -0.03 -0.02 -8.37
133 C -0.27 -1.38 -8.15
134 C -0.64 -2.21 -9.19
135 C -0.78 -1.72 -10.48
136 C -0.54 -0.37 -10.70
137 C -0.17 0.48 -9.67
138 S 0.55 0.35 -3.39
139 H -0.16 -1.77 -7.15
140 H -0.83 -3.26 -8.99
141 H -1.08 -2.37 -11.29
142 H -0.65 0.04 -11.70
143 H 0.01 1.52 -9.87

---

- largest force on an atom of number 2 (C18H29N3O10)?
  1.70 eV Å⁻¹

---

- Which value of largest force on an atom does entry 4 give?
  6.47 eV Å⁻¹

---

- The highest largest force on an atom belongs to which entry?
  C6H7Cl